C32H40N5OP2Tc | ωB97M-V/def2-TZVPD

Structure (XYZ):
```
81
Properties=species:S:1:pos:R:3
Tc 3.6154 2.6257 0.8195
C 4.2232 0.7148 1.6704
C 3.5638 0.5262 0.4225
C 2.1369 0.0425 0.3359
C 1.0953 1.1700 0.2324
C 1.5306 2.4863 0.8150
C 2.0524 2.6001 2.1492
C 2.1841 1.4221 3.0897
C 3.4892 0.5864 2.9720
C 3.3867 4.5554 0.0956
H 5.2904 0.4732 1.7300
H 4.1892 0.2137 -0.4228
H 1.8725 -0.6485 1.1488
H 2.0545 -0.5553 -0.5813
H 0.8875 1.3258 -0.8354
H 0.1368 0.8404 0.6608
H 0.9999 3.3554 0.4157
H 1.9014 3.5543 2.6762
H 1.3079 0.7603 3.0490
H 2.1897 1.8402 4.1065
H 4.1529 0.9062 3.7897
H 3.2662 -0.4696 3.1840
H 4.3387 5.1020 0.0239
H 2.7246 5.1575 0.7366
H 2.9347 4.5616 -0.9119
P -4.0052 -0.5276 -1.1361
P -1.9742 -2.7233 -1.8875
N -4.6079 0.1250 0.3646
N -5.4199 0.0107 -2.0825
N -1.4280 -3.5460 -0.4399
N -1.4337 -3.9742 -2.9927
C -4.5501 -2.2859 -0.8586
C -3.7606 -3.2364 -1.7794
C -3.7486 0.7598 1.2756
C -4.4424 0.9688 2.4575
C -5.7701 0.4455 2.2797
C -5.8436 -0.0738 0.9922
C -5.2722 0.9652 -3.1015
C -6.4763 1.0819 -3.7829
C -7.4048 0.1725 -3.1743
C -6.7331 -0.4627 -2.1361
C -0.4055 -2.9948 0.3457
C -0.2779 -3.7516 1.5015
C -1.2548 -4.7977 1.4406
C -1.9424 -4.6504 0.2425
C -1.4930 -5.3708 -2.8837
C -1.2041 -5.9239 -4.1261
C -0.9846 -4.8343 -5.0421
C -1.1419 -3.6550 -4.3318
H -5.6263 -2.3980 -1.0601
H -4.3767 -2.5261 0.2071
H -3.8804 -4.2765 -1.4387
H -4.1241 -3.1784 -2.8221
H -2.7372 0.9887 0.9758
H -4.0505 1.4261 3.3511
H -6.5658 0.4433 3.0080
H -6.6592 -0.5575 0.4744
H -4.3185 1.4548 -3.2408
H -6.6761 1.7325 -4.6244
H -8.4329 -0.0051 -3.4656
H -7.0914 -1.2184 -1.4470
H 0.1171 -2.1164 -0.0057
H 0.4284 -3.5766 2.2995
H -1.4387 -5.5617 2.1815
H -2.7497 -5.2394 -0.1734
H -1.7273 -5.8481 -1.9444
H -1.1611 -6.9774 -4.3559
H -0.7501 -4.9214 -6.0914
H -1.0828 -2.6199 -4.6302
O 4.8854 3.3670 2.0454
N 6.1803 3.7435 1.8512
C 6.9758 3.1047 0.9590
C 8.2590 3.5890 0.7387
C 8.7381 4.6781 1.4654
C 7.9155 5.2402 2.4435
C 6.6312 4.7578 2.6390
H 6.5689 2.2506 0.4136
H 8.8621 3.0805 -0.0099
H 9.7384 5.0696 1.2975
H 8.2503 6.0653 3.0651
H 5.9483 5.1617 3.3768
```

- HOMO-LUMO gap (alpha / beta): 6.7 / 2.8 eV
- Maximum force: 3.73 eV/A
- E_tot: -2355.0994 a.u.
- Relative energy (zero: lowest compared OMol25 entry of this formula, charge and spin): 0.0 kcal/mol
- 2S+1: 5
- Net charge: +2

=====

C32H40NO2 | ωB97M-V/def2-TZVPD

Structure (XYZ):
```
75
Properties=species:S:1:pos:R:3
C -6.9322 0.5822 0.4652
N -5.7325 1.3839 0.5665
C -5.9666 2.8072 0.6966
C -4.4827 0.8340 0.6375
C -3.4412 1.5040 1.3405
C -2.1741 0.9570 1.3870
C -1.8234 -0.1843 0.5948
C -0.4766 -0.6023 0.4264
C 0.6578 0.2445 0.4867
C 1.9793 -0.3125 0.5640
C 3.1089 0.4587 0.6101
C 4.5420 -0.1222 0.6383
C 5.3034 0.3026 -0.6254
C 4.5378 -1.6473 0.6894
C 5.3156 0.3792 1.8661
C 2.9650 1.9232 0.6235
O 3.9775 2.6601 0.7075
C 1.6239 2.5127 0.5201
C 1.4997 4.0522 0.4810
C 2.1659 4.6985 1.7044
C 0.0421 4.5068 0.4626
C 2.1704 4.5933 -0.7891
C 0.5493 1.6732 0.4054
C -2.9002 -0.8962 -0.0258
C -4.1941 -0.4137 0.0057
H -6.7010 -0.4784 0.5932
H -7.6488 0.8803 1.2447
H -7.4180 0.7271 -0.5095
H -5.0521 3.3753 0.5017
H -6.7296 3.1193 -0.0285
H -6.3324 3.0603 1.7023
H -3.6665 2.4359 1.8688
H -1.4202 1.4055 2.0377
H -0.3089 -1.6558 0.2029
H 2.0518 -1.4043 0.5967
H 5.3789 1.3925 -0.6752
H 6.3141 -0.1242 -0.6074
H 4.7860 -0.0596 -1.5219
H 4.0431 -2.0091 1.5972
H 4.0434 -2.0746 -0.1898
H 5.5723 -2.0147 0.7017
H 4.8066 0.0728 2.7874
H 6.3273 -0.0467 1.8635
H 5.3859 1.4703 1.8463
H 3.2300 4.4484 1.7406
H 2.0544 5.7891 1.6431
H 1.6864 4.3484 2.6263
H -0.4789 4.1406 -0.4285
H -0.4883 4.1708 1.3610
H 0.0071 5.6037 0.4422
H 1.6994 4.1572 -1.6784
H 2.0537 5.6836 -0.8312
H 3.2360 4.3459 -0.7947
H -0.4412 2.0998 0.2289
H -2.6747 -1.8132 -0.5740
H -4.9946 -0.9396 -0.5222
C -0.8845 -6.5240 1.0560
C -1.2802 -5.5830 -0.0707
C -0.1825 -4.9096 -0.7173
C -0.2821 -4.0827 -1.8675
C -1.5205 -3.8910 -2.5548
C -1.6039 -3.0718 -3.6720
C -0.4654 -2.4113 -4.1541
C 0.7646 -2.5778 -3.4991
C 0.8675 -3.4002 -2.3849
O -2.4836 -5.4456 -0.3651
H -0.1437 -6.0558 1.7119
H -1.7620 -6.8030 1.6422
H -0.4409 -7.4368 0.6380
H 0.8041 -5.0885 -0.2883
H -2.4013 -4.4080 -2.1745
H -2.5636 -2.9487 -4.1744
H -0.5364 -1.7700 -5.0328
H 1.6470 -2.0553 -3.8713
H 1.8313 -3.5384 -1.8850
```

- HOMO-LUMO gap: 4.1 eV
- Maximum force: 2.39 eV/A
- E_tot: -1448.6130 a.u.
- Net charge: -1